{"formula": "C7H4BeNO5", "method": "ωB97M-V/def2-TZVPD", "symbols": ["O", "C", "Be", "O", "C", "C", "O", "C", "O", "C", "O", "H", "C", "C", "N", "H", "H", "H"], "positions_angstrom": [[-1.41824, -3.35281, -1.70593], [-1.96046, -4.03130, -2.46271], [-0.24802, -0.34804, 0.53389], [1.05115, -1.88467, -1.17449], [0.78104, -0.70706, -0.96256], [1.41438, 0.52713, -1.63223], [2.14390, 1.21553, -0.91953], [-0.13670, 0.38664, -3.70556], [-1.28908, 0.21979, -3.78184], [1.15286, 0.83880, -3.08065], [1.75030, 1.70160, -3.74774], [-1.01311, -1.19363, 0.97419], [-0.48605, 1.16693, 4.08338], [-0.05773, 1.07583, 2.71932], [0.08872, 0.82447, 1.58807], [0.24612, 0.67798, 4.73577], [-1.45596, 0.65847, 4.19154], [-0.56311, 2.22434, 4.34712]], "forces_ev_per_a": [[-1.5, -1.8, -2.0], [1.4, 1.8, 2.0], [1.3, 0.3, -1.3], [-0.1, 3.0, -0.6], [-0.6, -2.0, 1.0], [2.2, -0.4, 2.3], [-1.8, -1.1, -2.4], [-5.8, -1.2, 1.1], [5.6, 0.7, -0.3], [2.1, 3.7, -2.8], [-1.5, -2.4, 1.7], [-1.6, -1.4, 0.5], [0.2, 0.4, 0.7], [-0.1, -1.2, -3.1], [0.0, 1.4, 3.3], [-0.1, 0.1, -0.1], [0.3, 0.2, -0.2], [-0.1, -0.1, 0.2]], "lowdin_charge": [-0.03, 0.04, 0.22, 0.08, -0.24, -0.27, 0.18, 0.22, 0.37, -0.20, 0.21, -0.04, 0.01, -0.08, 0.18, 0.12, 0.12, 0.11], "spin_multiplicity": 1, "charge": 1, "relative_energy_ev": 2.9923}